Here is a cluster of 2 separate species, C7H12O5S in total from OMol25. Energies are from ωB97M-V/def2-TZVPD.

Last column: natural (NBO) charge in e.
Atoms and positions in Å:
S (0.370, 2.244, 0.075)  0.53
O (0.631, -1.499, 1.140)  -0.52
O (-1.972, 0.880, 1.039)  -0.58
O (-1.036, 3.079, -0.168)  -0.85
O (1.071, -2.884, -2.184)  -0.68
O (-1.015, -0.550, -1.707)  -0.50
C (-1.193, -0.983, -0.413)  -0.05
C (0.331, -0.579, -2.058)  -0.11
C (0.977, 3.067, 1.585)  -0.79
C (-0.279, -0.684, 1.837)  -0.17
C (0.047, -1.969, -0.069)  0.06
C (-1.150, 0.005, 0.784)  0.57
C (1.036, -1.725, -1.356)  0.03
H (0.222, -2.887, -2.491)  0.45
H (0.473, 2.986, 2.512)  0.22
H (2.079, 2.754, 1.663)  0.23
H (-1.807, 2.643, 0.130)  0.50
H (0.308, -0.735, -3.236)  0.20
H (-2.056, -1.613, -0.445)  0.22
H (-0.361, -3.018, -0.049)  0.19
H (1.967, -1.563, -0.816)  0.21
H (0.869, 0.357, -1.867)  0.19
H (-0.907, -1.327, 2.413)  0.19
H (0.298, -0.149, 2.488)  0.21
H (1.099, 4.148, 1.194)  0.24

Results
Max |F|: 4.30 eV Å⁻¹
Structure (SMILES): O=C1CO[C@H]2[C@@H]1OC[C@@H]2O.CSO
LUMO level: 0.334 eV
Energy relative to the best compared isomer or geometry (same formula, charge and spin): 3.1373 eV

---

Here is the ion HN3O3 with charge -2 from OMol25. Energies are from ωB97M-V/def2-TZVPD.

Last column: natural (NBO) charge in e.
Atoms and positions in Å:
O (-2.342, -0.190, 0.121)  -0.72
O (-0.783, 1.361, -0.011)  -0.74
O (2.282, -0.922, 0.129)  -0.85
N (-0.202, -0.820, -0.032)  -0.22
N (-1.096, 0.091, -0.020)  0.47
N (1.134, -0.307, -0.218)  -0.25
H (1.007, 0.788, 0.032)  0.30

Results
Max |F|: 5.31 eV Å⁻¹
Total charge: -2
Structure (SMILES): [O-]NN=[N+]([O-])[O-]
LUMO level (spin up / spin down): 7.912 / 7.912 eV
Energy relative to the best compared isomer or geometry (same formula, charge and spin): 0.9205 eV

---

Here is a cluster of 8 separate species, C32H57FN11O in total from OMol25. Energies are from ωB97M-V/def2-TZVPD.

Last column: Löwdin charge in e.
Atoms and positions in Å:
F (2.903, -0.257, -0.044)  0.04
O (-0.979, 5.430, 0.264)  -0.19
N (4.122, -6.329, -4.187)  0.13
N (-5.295, -1.564, -3.930)  0.15
N (-3.032, -1.902, 2.193)  0.17
N (-2.105, -1.325, -1.168)  -0.04
N (6.093, -0.734, -4.845)  0.14
N (0.283, -1.199, -1.075)  0.09
N (6.909, -3.694, -1.007)  0.15
N (2.123, 4.566, 6.266)  0.13
N (-0.850, 0.503, -1.896)  0.18
N (1.096, -0.202, -1.450)  0.00
N (-1.654, 2.321, 5.053)  0.13
C (6.555, 0.088, -4.204)  -0.28
C (-5.414, -0.486, -4.283)  -0.28
C (6.256, -4.728, 1.293)  -0.06
C (2.552, -0.122, -1.360)  -0.26
C (-3.319, -0.552, -1.551)  -0.14
C (-3.881, -0.083, 3.850)  -0.04
C (-4.810, 1.361, -0.661)  -0.17
C (-5.566, 0.899, -4.739)  -0.06
C (2.092, 5.063, 5.241)  -0.29
C (-2.268, 1.417, 7.418)  -0.05
C (-2.306, -2.669, -0.622)  -0.02
C (-2.211, 4.988, -0.307)  -0.22
C (0.425, 0.810, -1.931)  -0.06
C (0.742, -3.802, 1.678)  -0.22
C (-3.687, 0.354, -0.359)  -0.17
C (4.327, -2.030, -1.651)  -0.09
C (-1.921, 1.927, 6.089)  -0.28
C (-3.610, 3.145, 0.744)  -0.21
C (0.776, -2.348, 1.089)  -0.16
C (2.053, 5.698, 3.920)  -0.07
C (-3.241, 4.656, 0.803)  -0.14
C (7.147, 1.144, -3.379)  -0.06
C (-0.488, -3.968, 2.607)  -0.11
C (-0.963, -0.718, -1.364)  -0.28
C (-3.404, -1.115, 2.930)  -0.22
C (3.276, -1.093, -2.312)  -0.14
C (6.623, -4.143, 0.001)  -0.27
C (3.866, -3.862, -4.986)  -0.07
C (-4.356, 2.840, -0.552)  -0.20
C (4.010, -5.251, -4.541)  -0.29
C (0.829, -2.417, -0.468)  -0.09
C (-0.146, 4.358, 0.653)  -0.12
H (-2.765, 0.820, -0.007)  0.09
H (0.073, 4.361, 1.725)  0.08
H (0.266, -3.276, -0.820)  0.11
H (-2.796, 4.891, 1.768)  0.12
H (-3.359, -2.837, -0.434)  0.10
H (-2.647, 2.629, 0.818)  0.08
H (2.518, -1.717, -2.793)  0.10
H (-4.773, 1.516, -4.319)  0.07
H (-4.003, -0.323, 0.432)  0.08
H (1.679, -4.012, 2.190)  0.10
H (6.552, -5.775, 1.320)  0.09
H (2.819, 0.894, -1.644)  0.15
H (6.459, 1.422, -2.583)  0.07
H (6.759, -4.194, 2.096)  0.08
H (-5.330, 1.171, -1.604)  0.10
H (3.733, -0.534, -3.130)  0.10
H (1.873, -2.584, -0.723)  0.11
H (7.355, 2.018, -3.993)  0.09
H (-4.246, -0.545, 4.767)  0.09
H (3.902, -3.816, -6.072)  0.09
H (-4.159, 5.214, 0.604)  0.11
H (-3.343, 1.490, 7.573)  0.08
H (-2.578, 5.816, -0.916)  0.12
H (4.143, -3.036, -2.039)  0.06
H (-4.692, 0.478, 3.388)  0.09
H (-0.269, -4.703, 3.385)  0.07
H (-5.569, 1.233, 0.119)  0.11
H (0.818, 1.745, -2.282)  0.16
H (2.414, 5.001, 3.166)  0.07
H (2.912, -3.465, -4.641)  0.07
H (-1.913, -3.427, -1.302)  0.10
H (-3.801, 3.085, -1.461)  0.11
H (0.642, -4.532, 0.868)  0.10
H (-4.175, 2.837, 1.630)  0.11
H (-0.049, -1.735, 1.447)  0.10
H (-1.964, 0.376, 7.505)  0.08
H (5.346, -1.809, -1.954)  0.05
H (5.179, -4.659, 1.437)  0.07
H (-6.530, 1.289, -4.416)  0.09
H (8.076, 0.788, -2.938)  0.09
H (1.735, -1.940, 1.407)  0.10
H (-3.068, 0.599, 4.090)  0.04
H (-0.688, -3.016, 3.093)  0.05
H (-1.757, 2.002, 8.180)  0.09
H (-5.511, 0.937, -5.825)  0.09
H (-1.833, -2.707, 0.354)  0.03
H (2.684, 6.584, 3.916)  0.08
H (-0.522, 3.371, 0.363)  0.07
H (-2.004, 4.149, -0.981)  0.10
H (1.031, 5.986, 3.680)  0.08
H (4.260, -2.111, -0.567)  0.06
H (-5.278, 3.431, -0.530)  0.12
H (4.673, -3.255, -4.576)  0.06
H (-3.174, -0.013, -2.483)  0.11
H (0.819, 4.496, 0.143)  0.09
H (-1.350, -4.316, 2.044)  0.06
H (-4.129, -1.262, -1.697)  0.10

Results
Max |F|: 4.02 eV Å⁻¹
Total charge: +1
LUMO level: -2.049 eV
Energy relative to the best compared isomer or geometry (same formula, charge and spin): 0.1778 eV

---

Here is the molecule C4H8N2O from OMol25. Energies are from ωB97M-V/def2-TZVPD.

Last column: natural (NBO) charge in e.
Atoms and positions in Å:
O (1.513, -1.487, -0.879)  -0.62
N (-0.427, 1.340, 0.304)  -0.61
N (2.095, 0.288, 0.437)  -0.82
C (-0.227, -0.061, -0.068)  -0.02
C (-1.118, -1.119, 0.534)  -0.61
C (-0.736, 0.906, -1.063)  -0.24
C (1.218, -0.500, -0.225)  0.66
H (-0.954, -2.076, 0.034)  0.24
H (-0.885, -1.243, 1.599)  0.21
H (3.086, 0.130, 0.346)  0.40
H (1.737, 1.117, 0.886)  0.42
H (-1.285, 1.436, 0.842)  0.36
H (-2.175, -0.843, 0.443)  0.21
H (-0.066, 1.293, -1.827)  0.21
H (-1.778, 0.821, -1.365)  0.20

Results
Max |F|: 0.42 eV Å⁻¹
Structure (SMILES): C[C@@]1(C(N)=O)CN1
LUMO level: 1.003 eV
Energy relative to the best compared isomer or geometry (same formula, charge and spin): 1.1965 eV

---

Here is a structure of composition C5H8O from OMol25. Energies are from ωB97M-V/def2-TZVPD.

Last column: natural (NBO) charge in e.
Atoms and positions in Å:
O (0.815, 0.435, 2.049)  -0.75
C (0.297, -0.573, -1.240)  -0.39
C (-0.345, -0.925, 0.109)  -0.26
C (-1.257, 0.244, 0.572)  -0.65
C (0.469, 0.131, 0.801)  0.40
C (1.071, 0.589, -0.538)  -0.45
H (2.160, 0.444, -0.523)  0.24
H (0.963, -1.359, -1.614)  0.22
H (-0.386, 0.813, 1.634)  0.52
H (0.852, 1.619, -0.847)  0.22
H (-1.701, 0.892, -0.189)  0.23
H (-1.930, -0.103, 1.362)  0.26
H (-0.611, -1.931, 0.439)  0.23
H (-0.399, -0.278, -2.036)  0.21

Results
Max |F|: 0.61 eV Å⁻¹
LUMO level: 1.032 eV
Energy relative to the best compared isomer or geometry (same formula, charge and spin): 4.7398 eV